[1]
40
Properties=species:S:1:pos:R:3 method="wB97M-V/def2-TZVPD" lumo_ev=0.770 fmax_ha_per_bohr=0.01439 homo_ev=-7.84 smiles=COc1cc(C)ccc1OCCOc1cc(C)ccc1Cl energy_ha=-1345.082009 e_above_lowest_kj_mol=0.0
H -1.60 1.03 -2.74
H 1.62 -2.06 1.38
H -0.27 -3.38 2.59
H 4.50 2.45 -2.12
H 3.73 3.87 -1.43
H 1.66 0.20 -2.69
H -1.18 -1.84 2.53
C -0.26 -0.51 -2.09
H 1.08 -1.18 -3.62
Cl -3.33 -1.28 1.13
H 0.83 -2.12 -1.20
H 1.06 3.23 -0.94
C -0.05 -1.51 -1.15
C 1.51 2.35 -0.51
C 0.92 -1.63 2.10
H -1.24 2.93 -0.77
O -0.72 -2.80 0.73
O -0.47 1.82 0.80
C -0.97 -1.76 -0.13
C 0.80 1.57 0.39
H 3.20 -0.74 1.02
H 4.41 0.64 -0.58
C 1.40 0.42 0.94
H 0.40 0.42 -3.91
C 3.40 0.90 -0.32
C 3.55 2.89 -1.86
H 1.36 -1.69 3.11
C -1.12 2.97 0.32
C 2.70 0.11 0.59
H -0.59 3.88 0.61
C -2.13 -0.98 -0.08
H -2.11 2.96 0.79
O 0.62 -0.28 1.80
C 0.78 -0.25 -3.14
C -1.42 0.25 -2.01
H 2.96 3.02 -2.77
C -2.35 0.01 -1.02
H -3.25 0.60 -0.96
C 2.81 2.02 -0.88
C -0.38 -2.43 2.06

[2]
88
Properties=species:S:1:pos:R:3 method="wB97M-V/def2-TZVPD" lumo_ev=0.110 fmax_ha_per_bohr=0.01594 homo_ev=-8.52 smiles="N=P(O)(O)[C@@]1(CCN)C(=O)N[C@@](Br)(CCC(N)=O)[C@@H]1[PH2]=S.COCCNCCOC.COCCNCCOC" energy_ha=-5414.924907
H 1.53 7.23 0.96
S 0.84 -3.81 -2.79
O 0.95 2.08 3.37
C -1.75 -6.17 0.96
H 2.00 9.68 2.50
H 4.10 10.84 -0.35
H -2.67 -7.91 -1.99
O -4.23 -6.32 -1.73
C -0.84 -0.41 1.31
C -2.72 -3.83 0.60
C 1.96 1.29 3.97
H -4.35 -6.73 -4.94
N -3.81 -3.15 -1.59
C -2.55 -7.52 -4.57
H -4.25 -7.49 1.39
H 4.15 10.71 1.42
H -0.55 -7.94 -4.08
H 0.05 -0.42 1.95
H 1.00 4.02 2.74
H -4.53 -3.82 -1.33
H -0.46 0.30 -1.85
C -1.61 -7.76 -2.21
C -0.26 0.56 -0.81
H 2.45 0.62 3.25
H -0.97 1.35 -0.54
C 1.18 1.04 -0.74
C -0.99 -6.82 -1.18
P -0.04 -4.16 -1.09
C -2.49 -5.23 -0.01
H 4.11 6.18 -0.65
H 0.70 10.41 1.54
C 1.73 6.46 0.21
H 5.55 9.01 0.21
C 1.77 10.41 1.72
H 1.59 0.80 1.23
H 2.07 11.40 2.07
O 2.40 10.10 0.49
O -4.10 -7.52 0.44
H -3.40 -5.81 -3.89
H -5.94 -5.55 1.05
H -0.53 -2.99 -0.54
H 1.48 0.68 4.74
H -1.49 -1.23 1.62
P -4.17 -6.03 -0.16
C 3.82 10.21 0.50
H -4.35 -2.37 -1.98
H 0.79 5.94 0.01
H 3.28 8.05 1.77
N -3.42 -6.45 -4.67
C 4.48 8.86 0.35
H -3.73 -1.97 0.17
H -1.13 -8.74 -2.08
H 4.08 8.40 -0.57
C 1.00 2.73 1.04
H 5.78 6.66 1.19
H 1.82 0.21 -1.04
H 4.58 6.18 2.38
C -1.35 -7.32 -3.67
H 2.52 3.14 2.51
N 4.27 8.04 1.53
C -1.48 -5.34 -1.23
H -0.52 -7.77 0.65
N 1.67 1.54 0.54
H -0.10 2.62 1.05
H -1.79 -3.56 1.12
N -5.32 -5.14 0.37
H 1.25 3.57 0.40
H -1.94 -4.99 -2.16
O -1.67 -6.06 2.16
O 2.66 5.50 0.66
H -2.22 -2.14 -0.69
C 4.71 6.66 1.41
H -1.37 0.54 1.46
O -2.72 -8.55 -5.20
C -3.11 -2.69 -0.38
N -1.22 -7.19 0.20
O -0.52 -0.61 -0.06
Br 0.99 -7.11 -1.46
H 4.53 4.81 0.37
H 2.06 6.95 -0.71
C 1.43 3.05 2.45
C 4.02 5.78 0.37
H -3.49 -3.90 1.36
H 1.32 1.83 -1.48
H 2.73 1.91 4.44
H -1.00 -6.28 -3.73
H 0.75 -4.69 -0.07
H -5.01 -6.86 -1.95

[3]
78
Properties=species:S:1:pos:R:3 method="wB97M-V/def2-TZVPD" lumo_ev=-1.864 fmax_ha_per_bohr=0.01029 homo_ev=-6.71 energy_ha=-2331.704927 e_above_lowest_kj_mol=149.5
H 0.83 -3.03 6.49
Rb -0.76 1.85 -2.87
H 4.65 -1.42 6.63
C 0.85 -1.93 6.55
C 0.30 -1.55 -5.30
H -0.62 -1.64 -5.88
H -3.35 0.10 -4.35
H -1.25 0.61 -8.72
O 2.16 1.23 -5.44
H 3.03 1.51 -1.37
N -1.98 1.12 -5.47
H -3.34 -1.20 -1.60
H -0.31 -3.59 -3.44
H 0.92 -0.72 8.40
H -4.60 -1.09 -2.58
H -1.90 -2.79 -3.70
C -1.39 1.28 -6.66
C 0.38 3.56 3.78
H 0.90 -0.70 -5.64
C -3.31 -0.67 -6.36
O -3.07 1.02 -1.34
H 1.24 2.91 3.93
C -0.94 2.81 3.88
H 3.32 3.07 -3.15
C 3.01 2.04 -3.35
H 3.68 -2.77 7.26
N -4.13 -1.74 -1.95
H 2.87 -3.03 5.09
C -2.45 1.83 -0.63
H -2.96 -1.14 -8.43
O 1.06 2.88 -4.40
H 2.09 0.55 -2.29
H -1.08 2.37 4.87
N 1.62 -1.34 5.48
C -0.94 -2.75 -3.18
H 3.89 1.45 -3.64
H 3.33 -0.60 8.39
C 0.13 -1.62 2.07
C -1.21 -0.08 0.68
H -2.02 3.08 1.59
H -0.01 2.56 -5.91
S -0.10 -1.22 -3.59
N 2.35 1.53 -2.13
C 0.29 0.20 4.17
H -1.77 3.49 3.73
C -2.69 -0.51 -7.60
N -0.47 2.28 -6.78
N -1.06 1.76 2.88
H 0.06 -2.30 1.23
C 0.90 -1.03 4.27
H 3.48 -1.46 4.56
H -1.13 -2.71 -2.11
H -0.18 -1.58 6.50
O 1.20 -1.25 -2.84
H 0.89 -2.47 -5.36
C 2.93 -1.97 5.35
C -1.78 1.25 0.61
H 0.42 4.36 4.53
C -1.74 0.47 -7.76
H 0.41 0.90 4.98
C 2.01 2.05 -4.51
H 1.69 -2.32 8.57
C -2.91 0.18 -5.34
C -0.44 0.54 3.01
C 3.64 -1.83 6.71
C -1.65 2.07 1.68
H 0.48 4.02 2.80
H -4.07 -1.42 -6.19
C -0.50 -0.38 1.96
F 1.38 -3.15 3.36
H 0.21 2.14 -7.52
O -1.23 -0.93 -0.20
C 1.49 -1.49 7.88
C 0.80 -1.93 3.22
N 2.83 -0.89 7.55
H -4.77 -1.81 -1.16
H 2.64 -0.06 6.97
O -2.23 3.04 -0.84

[4]
33
Properties=species:S:1:pos:R:3 method="wB97M-V/def2-TZVPD" lumo_ev=-0.354 fmax_ha_per_bohr=0.01993 homo_ev=-10.49 smiles=O.O.O.O.O.O.O.O.O.O.O energy_ha=-840.825253 e_above_lowest_kj_mol=144.1
H -13.39 -3.37 5.56
H -13.98 -8.81 2.82
O -15.28 -4.22 3.61
O -14.62 -9.25 5.02
H -15.19 -9.99 4.80
H -17.94 -7.99 5.36
O -13.23 -6.08 3.74
H -13.95 -4.46 6.45
H -12.56 -5.40 3.82
H -16.98 -6.63 1.04
H -17.69 -5.05 4.59
H -19.07 -5.05 3.98
O -16.09 -6.83 4.82
O -18.51 -4.56 4.58
O -13.89 -6.48 6.34
H -16.54 -5.97 2.33
H -13.22 -6.52 4.59
H -15.49 -6.33 5.36
O -17.28 -6.43 1.93
O -18.49 -8.76 5.43
H -14.04 -7.31 6.79
H -14.96 -3.43 3.16
H -18.38 -9.22 4.59
O -13.78 -8.91 1.89
H -14.07 -8.09 1.49
H -16.49 -10.25 3.48
H -14.58 -9.26 5.98
H -15.66 -7.68 4.70
O -16.27 -11.08 3.90
H -14.61 -4.88 3.42
O -13.24 -3.82 6.39
H -12.99 -6.24 6.57
H -16.02 -11.65 3.17

[5]
8
Properties=species:S:1:pos:R:3 method="wB97M-V/def2-TZVPD" lumo_ev="-2.221 / -2.220" fmax_ha_per_bohr=0.04691 homo_ev="-8.32 / -8.32" energy_ha=-5937.642218 e_above_lowest_kj_mol=326.0
Si -0.51 0.72 0.27
H 1.25 -1.25 0.28
Br -1.18 2.39 -1.05
H 0.79 -0.32 -1.23
C 1.08 -0.27 -0.17
Cl -1.02 0.85 2.14
H 2.01 0.29 -0.08
Br -2.43 -2.41 -0.15